# 1
The following is a DFT calculation (ωB97M-V/def2-TZVPD) of an isolated ion of composition C6H6N and charge +1.

Values from the calculation:
**Gap between HOMO and LUMO (alpha / beta)**: 7.3656 / 7.3641 eV
**Energy**: -7795.2368 eV
**Net charge**: +1
**Relative energy (zero: lowest compared OMol25 entry of this formula, charge and spin)**: 103.9 kcal per mole

Last column: Mulliken charge in e.
Element x y z (Å)
C -1.2304 -1.4088 0.0818  -0.032
C -2.0547 1.0973 0.2287  -0.118
C -0.8696 1.4617 0.2197  0.336
C 0.5281 1.3472 -0.0053  -0.582
C 0.8527 -0.1650 0.3240  -0.563
C -2.2282 -0.2521 -0.0908  0.176
N -0.0297 -1.1672 0.1493  -0.218
H -1.6813 -2.4724 0.0319  0.334
H 0.7564 1.3689 -1.0280  0.293
H 1.0678 2.0072 0.5969  0.371
H 1.8452 -0.5699 -0.0552  0.363
H 1.0728 -0.1711 1.5366  0.311
H -2.8662 -0.3883 -1.0963  0.329



# 2
The following is a DFT calculation (ωB97M-V/def2-TZVPD) of a 2-piece molecular cluster, CH2ClN2O2 overall.

Values from the calculation:
**Gap between HOMO and LUMO (alpha / beta)**: 9.0717 / 4.3928 eV
**Energy**: -20661.1719 eV
**Net charge**: -1
**Relative energy (zero: lowest compared OMol25 entry of this formula, charge and spin)**: 109.6 kcal per mole

Last column: Mulliken charge in e.
Element x y z (Å)
C -0.5867 0.5312 0.3471  -0.285
N 0.4867 0.3016 -0.3290  -0.407
N 1.3879 -0.6373 0.0419  1.020
O 1.1203 -1.4933 0.8624  -0.706
O 2.4142 -0.5470 -0.5956  -0.691
Cl -1.4146 1.9207 -0.0650  -0.147
H -0.8060 0.0787 1.3581  0.331
H -2.6018 -0.1547 -1.6200  -0.116



- What is the net charge in the first record?
  +1



- Which of these has the highest relative energy (zero: lowest compared OMol25 entry of this formula, charge and spin)?
  CH2ClN2O2



- Which value of energy does entry 1 give?
  -7795.2368 eV